1.
Entry from the Open Molecules 2025 dataset: C5H10O3Zn as an isolated structure (ωB97M-V with the def2-TZVPD basis set).

Each line ends with the Löwdin charge.
CARTESIAN COORDINATES (ANGSTROEM)
Zn  -0.353  1.238  -0.840  1.122
O  -1.998  0.223  -0.392  -0.287
O  1.563  1.627  -0.918  -0.310
O  0.439  -0.658  -0.692  -0.212
C  -0.547  -1.658  -0.419  -0.113
C  -1.710  -1.002  0.292  -0.138
C  -3.297  0.751  -0.121  -0.023
C  2.172  0.814  -0.001  -0.342
C  1.599  -0.560  0.026  -0.096
H  1.639  1.349  1.066  0.179
H  -4.046  0.187  -0.692  0.118
H  -3.514  0.676  0.953  0.116
H  -3.301  1.795  -0.447  0.106
H  3.251  0.748  -0.244  0.139
H  1.679  -1.232  0.883  0.128
H  -0.128  -2.470  0.186  0.151
H  -0.856  -2.037  -1.400  0.152
H  -1.478  -0.781  1.344  0.153
H  -2.586  -1.663  0.250  0.155

Orbital gap (spin up / spin down) (eV): 5.933 / 7.832
Charge: +1
Multiplicity: 2
HOMO level (spin up / spin down) (eV): -11.1 / -13.0
E_LUMO (spin up / spin down) (eV): -5.17 / -5.16
Expectation value of S²: 0.755

2.
Entry from the Open Molecules 2025 dataset: a 2-piece molecular cluster, C5H10O4 overall (ωB97M-V with the def2-TZVPD basis set).

Each line ends with the Löwdin charge.
CARTESIAN COORDINATES (ANGSTROEM)
O  2.435  -1.950  -0.121  -0.039
O  1.738  -0.561  1.546  -0.047
O  -1.088  -1.352  -1.418  0.106
O  -0.878  -1.293  0.822  0.081
C  -0.991  -0.705  -0.243  -0.503
C  -1.247  1.524  0.942  -0.049
C  -1.186  0.791  -0.363  -0.268
C  2.117  -0.619  0.201  -0.347
C  -1.464  1.371  -1.541  0.104
H  1.259  -0.227  -0.445  0.120
H  -1.580  2.559  0.816  0.082
H  0.834  -0.950  1.570  0.065
H  2.984  0.023  0.022  0.123
H  3.165  -2.185  0.476  0.099
H  -1.654  2.437  -1.609  0.076
H  -0.255  1.542  1.406  0.084
H  -1.940  1.039  1.636  0.092
H  -1.505  0.806  -2.467  0.075
H  -0.743  -2.250  -1.230  0.146

Orbital gap (eV): 10.502
Multiplicity: 1
HOMO level (eV): -10.3
E_LUMO (eV): 0.25

3.
Entry from the Open Molecules 2025 dataset: an isolated molecule of C5H10O5S (ωB97M-V with the def2-TZVPD basis set).

Each line ends with the Löwdin charge.
CARTESIAN COORDINATES (ANGSTROEM)
S  2.713  -0.639  1.181  0.928
O  -0.073  0.272  -1.324  -0.083
O  0.373  2.634  -0.257  0.006
O  2.536  1.495  -0.281  -0.044
O  1.176  -1.682  -0.810  -0.102
O  -2.550  -0.442  1.178  -0.050
C  -0.911  0.649  -0.201  -0.302
C  -1.275  -0.610  0.575  -0.204
C  1.223  -0.326  -1.194  -0.378
C  1.995  0.314  -0.076  -0.665
C  -0.248  1.749  0.550  -0.101
H  -1.456  -1.403  -0.043  0.091
H  -2.499  0.515  1.433  0.102
H  -0.411  -0.795  1.261  0.133
H  0.178  1.793  1.585  0.151
H  1.747  2.172  -0.494  0.100
H  0.435  -2.047  -1.486  0.194
H  2.394  -1.720  0.678  -0.188
H  1.676  -0.251  -2.093  0.131
H  -0.029  2.400  -1.072  0.102
H  -1.780  0.973  -0.842  0.177

Orbital gap (spin up / spin down) (eV): 8.323 / 6.787
Multiplicity: 1
HOMO level (spin up / spin down) (eV): -7.9 / -6.8
E_LUMO (spin up / spin down) (eV): 0.39 / 0.02

Ordered energy above the lowest of the compared OMol25 structures with the same formula, charge and spin results: 1.511; 1.195; 2.524; unit eV.
Ordered maximum force results: 0.06834; 0.03133; 0.10585; unit hartree/bohr.